{"formula": "C29H36AuN3O5S", "method": "ωB97M-V/def2-TZVPD", "total_charge": 2, "energy_ev": -59876.0530, "molar_mass_g_mol": 735.657, "homo_lumo_gap_ev": 6.05, "lumo_energy_ev": -7.3686, "species": ["Au", "C", "O", "C", "C", "C", "C", "C", "C", "N", "C", "N", "C", "C", "C", "C", "C", "C", "O", "C", "N", "C", "C", "C", "C", "C", "C", "O", "C", "H", "H", "H", "H", "H", "H", "H", "H", "H", "H", "H", "H", "H", "H", "H", "H", "H", "H", "H", "H", "H", "H", "C", "C", "C", "O", "H", "H", "H", "H", "H", "H", "O", "S", "C", "C", "C", "C", "H", "H", "H", "H", "H", "H", "H", "H"], "xyz": [[-1.07957, -0.48489, -0.46270], [2.97672, -3.29894, 1.88523], [2.98110, -2.03776, 1.21048], [4.11685, -1.28982, 1.29299], [5.24031, -1.64138, 2.02961], [6.36901, -0.82936, 2.00906], [6.39337, 0.33346, 1.25732], [5.26963, 0.69213, 0.53124], [4.13689, -0.10506, 0.55681], [3.01639, 0.24857, -0.26829], [1.73936, 0.22430, 0.11669], [1.48801, 0.35209, 1.41773], [0.28975, 0.10023, 2.08346], [-0.89547, -0.23159, 1.48979], [-2.07265, -0.46529, 2.17346], [-2.02925, -0.37843, 3.55341], [-0.84226, -0.05537, 4.21207], [0.31360, 0.17484, 3.48898], [1.52050, 0.48701, 3.99942], [1.66521, 0.51882, 5.42770], [0.76013, 0.22434, -0.80277], [1.01750, -0.20940, -2.12576], [1.31419, -1.57988, -2.33940], [1.53231, -2.07840, -3.59252], [1.47995, -1.19749, -4.68577], [1.21006, 0.13556, -4.50140], [0.96279, 0.66717, -3.22531], [0.76745, 1.99075, -3.23073], [0.39054, 2.75630, -2.08208], [1.99871, -3.73272, 1.70276], [3.11884, -3.16872, 2.95875], [3.75095, -3.95543, 1.48698], [5.25335, -2.55927, 2.59819], [7.23938, -1.12243, 2.58104], [7.27521, 0.95837, 1.23688], [5.26291, 1.59968, -0.06195], [3.19691, 0.44548, -1.24213], [2.28838, 0.49647, 2.02305], [-2.98978, -0.73854, 1.66255], [-2.92560, -0.57738, 4.12526], [-0.83096, 0.01175, 5.29003], [2.71791, 0.69798, 5.61366], [1.36933, -0.43597, 5.86147], [1.07311, 1.32893, 5.85205], [1.34972, -2.22667, -1.46800], [1.74083, -3.12930, -3.73903], [1.66035, -1.56824, -5.68703], [1.19114, 0.82565, -5.33460], [0.24242, 3.76273, -2.45991], [1.18007, 2.76738, -1.33155], [-0.53211, 2.37730, -1.64823], [-3.48384, -3.44339, -2.95017], [-2.60565, -2.28020, -2.63792], [-2.26395, -1.32899, -3.73100], [-2.18840, -2.14711, -1.48049], [-4.07744, -3.27429, -3.84605], [-4.11757, -3.68179, -2.09846], [-2.83771, -4.30968, -3.12936], [-2.04145, -1.86794, -4.65215], [-1.43052, -0.68383, -3.46259], [-3.14756, -0.71168, -3.92691], [-2.68841, 1.23079, -0.76664], [-3.17160, 2.26056, 0.27606], [-3.91602, 3.59120, -0.69525], [-5.27214, 3.86587, -0.05536], [-5.87579, 2.49080, 0.21901], [-4.77612, 1.67939, 0.90631], [-4.00139, 3.18290, -1.70399], [-3.23881, 4.44355, -0.69625], [-5.89567, 4.47528, -0.70684], [-5.14049, 4.41480, 0.88006], [-6.16641, 2.01101, -0.71594], [-6.76103, 2.55655, 0.84917], [-4.80793, 0.61004, 0.70058], [-4.75753, 1.83662, 1.98524]], "forces_ev_per_a": [[0.013, -0.073, -0.309], [0.001, 0.067, -0.019], [0.089, -0.018, 0.051], [-0.113, -0.347, -0.001], [0.102, 0.037, 0.026], [-0.082, -0.087, 0.017], [-0.009, 0.037, -0.033], [-0.001, 0.145, 0.062], [-0.081, 0.361, -0.179], [0.265, -0.131, -0.112], [-0.106, 0.374, -0.198], [-0.028, -0.068, 0.091], [-0.010, 0.000, 0.065], [-0.009, 0.044, -0.158], [-0.061, 0.042, 0.107], [0.071, 0.035, 0.139], [-0.170, -0.043, -0.021], [0.072, 0.057, 0.121], [0.039, -0.038, 0.109], [-0.026, 0.021, -0.085], [0.474, -0.205, 0.625], [0.105, -0.107, -0.213], [-0.120, 0.121, 0.159], [-0.019, 0.029, -0.148], [0.003, -0.056, 0.019], [0.010, -0.056, -0.090], [0.144, 0.089, 0.006], [-0.099, 0.066, 0.087], [0.031, -0.109, -0.051], [-0.014, -0.002, -0.023], [-0.006, 0.011, 0.008], [0.004, 0.000, -0.006], [0.013, 0.018, 0.015], [-0.021, -0.002, -0.005], [-0.017, -0.016, -0.010], [-0.001, -0.028, 0.027], [-0.020, -0.197, -0.037], [0.005, -0.044, 0.018], [0.060, -0.017, 0.005], [0.030, -0.001, 0.031], [-0.010, -0.011, -0.016], [0.017, 0.012, -0.005], [0.007, -0.018, 0.003], [-0.020, 0.007, 0.001], [0.014, 0.032, -0.017], [0.036, 0.028, 0.002], [0.000, 0.011, 0.028], [-0.020, -0.013, 0.007], [-0.010, 0.013, -0.004], [0.050, -0.016, 0.005], [-0.072, -0.006, 0.024], [0.014, -0.049, -0.005], [-0.036, -0.093, 0.182], [-0.028, 0.014, 0.064], [-0.215, 0.261, -0.260], [0.006, -0.011, 0.013], [0.018, 0.006, -0.001], [-0.011, 0.040, -0.032], [-0.015, -0.009, 0.004], [0.043, 0.034, 0.017], [0.022, -0.040, -0.002], [-0.502, 0.174, 0.174], [0.307, -0.377, -0.242], [-0.007, 0.166, 0.017], [0.041, -0.066, 0.001], [0.016, 0.005, 0.059], [-0.106, 0.015, -0.036], [-0.020, 0.002, 0.005], [-0.009, -0.018, -0.028], [0.013, 0.003, -0.028], [-0.023, 0.017, -0.014], [0.005, 0.015, -0.026], [-0.007, -0.043, -0.005], [-0.016, 0.002, 0.030], [0.003, 0.007, -0.006]], "lowdin_charge": [1.253, -0.041, -0.097, -0.231, 0.004, -0.045, -0.061, -0.006, -0.164, 0.183, -0.337, 0.196, -0.149, -0.178, -0.116, -0.043, 0.017, -0.215, -0.073, -0.021, -0.017, -0.263, -0.037, -0.059, -0.038, 0.015, -0.235, -0.038, -0.028, 0.096, 0.100, 0.105, 0.113, 0.120, 0.117, 0.125, 0.169, 0.161, 0.105, 0.124, 0.121, 0.102, 0.104, 0.106, 0.122, 0.117, 0.123, 0.136, 0.106, 0.092, 0.061, 0.014, -0.429, 0.012, -0.059, 0.099, 0.102, 0.116, 0.110, 0.058, 0.119, -0.652, 0.977, -0.308, -0.220, -0.213, -0.309, 0.104, 0.096, 0.127, 0.123, 0.122, 0.124, 0.088, 0.096]}